No. 1
The following is a DFT calculation (ωB97M-V/def2-TZVPD) of an isolated molecule of C5H8 at a distorted geometry.

```
13
Properties=species:S:1:pos:R:3:forces:R:3
C -0.194714 -0.708767 0.662693 -0.7 2.2 -0.4
H 0.570534 -0.493052 1.415243 0.2 -0.1 -0.2
C -0.596549 1.825460 0.780717 -0.6 1.1 0.7
C 0.379286 -1.422138 -0.571423 0.0 0.3 2.1
H -1.510284 0.432867 -0.654968 0.0 0.9 1.2
H 1.659122 -1.052437 -2.255044 -0.3 -0.2 0.1
C -0.853098 0.657032 0.226345 0.6 -2.3 -0.4
H -1.260270 2.696659 0.717877 0.3 -0.3 -0.8
H 0.351160 -2.498935 -0.448146 0.0 -0.1 -1.0
H 1.177816 0.381712 -1.216722 -0.3 0.0 -0.2
C 1.068771 -0.678980 -1.422319 0.5 -0.4 -0.3
H -0.996378 -1.168666 1.269960 0.3 -0.5 -0.8
H 0.204602 2.029246 1.495787 -0.2 -0.7 0.0
```
Forces are in eV/Å.

ΔE to the lowest compared entry with this formula, charge and spin in kcal/mol: 35.8
SMILES: C=CCC=C
Total energy in Ha: -195.234986
Gap between HOMO and LUMO in eV: 10.6

No. 2
The following is a DFT calculation (ωB97M-V/def2-TZVPD) of an isolated molecule of C5H9N at a distorted geometry.

```
15
Properties=species:S:1:pos:R:3:forces:R:3
H -2.015304 -0.928931 -2.069299 -0.1 0.4 -0.1
H 0.417527 2.266857 1.068647 0.1 0.0 0.3
C -1.468529 -0.691167 -1.158412 -0.3 -0.7 -0.4
C -0.456275 1.622399 1.170753 0.7 -0.2 -0.7
H 0.814366 0.078264 1.901147 -0.6 -0.6 0.6
C 0.573159 -0.303096 -0.106432 -0.8 -0.1 -0.2
C -0.023527 0.136208 1.208429 0.4 1.4 -0.9
H 2.455257 -0.840049 0.633673 0.0 0.2 0.0
C 1.823920 -0.719923 -0.238678 0.4 -0.2 0.3
H -1.000762 1.824378 0.249473 -0.5 0.0 0.2
H -0.947034 -0.398996 1.404066 0.4 -0.6 0.6
H -2.020388 -0.921839 -0.243733 0.2 0.2 0.2
H -1.020291 1.891325 2.057796 -0.1 0.1 0.0
H 2.241315 -1.038109 -1.181671 -0.2 0.1 -0.2
N -0.255067 -0.375323 -1.267837 0.4 0.0 0.2
```
Forces are in eV/Å.

ΔE to the lowest compared entry with this formula, charge and spin in kcal/mol: 34.9
SMILES: C=NC(=C)CC
Total energy in Ha: -250.611318
Gap between HOMO and LUMO in eV: 10.0

No. 3
The following is a DFT calculation (ωB97M-V/def2-TZVPD) of a structure of composition C7H19N3O7PZn at a distorted geometry.

```
38
Properties=species:S:1:pos:R:3:forces:R:3
C 0.306722 -2.815708 -0.236453 -0.6 2.1 -1.0
H -3.131528 1.149652 1.767687 -0.4 -0.5 1.0
N 3.599182 -1.222218 -1.186173 3.0 -4.9 1.3
O -0.668228 -1.724278 -0.443603 0.8 -1.8 0.2
H -2.074388 -2.121188 0.983827 0.0 -1.1 0.1
H 0.000402 -3.729888 -0.744933 -0.4 -0.1 0.5
H -1.286818 1.440882 3.132737 0.6 -0.1 0.6
H 3.824232 0.450182 -2.651943 -0.6 0.6 0.0
P -0.018878 2.182982 -2.170143 0.3 4.7 5.2
O 1.877962 -0.089398 -0.338473 -1.0 -1.0 3.2
Zn -0.125378 0.366192 -0.301363 0.7 1.1 0.0
N 3.082902 0.633302 -1.990893 1.3 3.4 -2.4
C -2.004588 -2.042408 -0.101083 0.2 1.8 -0.2
H -2.758538 1.161122 -0.237433 0.9 0.8 -0.3
O -1.053338 3.249022 -2.128123 -4.1 1.5 -5.3
C 2.849522 -0.178608 -1.048313 -1.8 0.1 -1.2
H 4.350682 -1.145158 -1.856553 -0.2 -0.8 0.5
H -3.859258 -0.978898 -0.036413 -0.2 0.2 0.7
H 3.384502 -2.058678 -0.662393 0.5 0.2 -0.2
H -2.262578 -0.458028 2.130947 -0.4 0.0 -0.2
N -2.176828 0.432552 0.151017 -1.9 -2.6 0.3
O 0.093292 0.631102 1.789997 -0.1 -1.0 0.4
H -1.179108 2.298482 1.631147 0.6 0.0 -0.5
O 1.338002 2.807402 -2.321133 3.2 -1.1 -4.1
H -2.989408 -0.583308 -1.441573 0.5 -0.2 -0.2
C -1.109708 1.301522 2.066287 -0.1 1.1 1.4
H 1.145282 -2.422648 -0.811273 0.2 -0.2 0.3
H 0.958152 1.072332 3.547787 0.4 -0.3 0.3
H 2.377452 1.351522 -2.072203 -0.7 2.2 -0.9
O -0.264348 0.691702 -2.120933 -0.9 -4.3 -6.2
C 1.197242 1.153162 2.487407 -0.1 1.5 0.3
H -2.317818 -2.889088 -0.711913 -0.4 -0.2 0.5
H 0.554062 -2.865978 0.823917 -0.1 -0.4 -0.1
H 2.182842 0.772232 2.219857 -0.6 -0.7 -0.2
C -2.265488 0.504562 1.619567 -0.3 0.9 -1.3
H 1.267162 2.220422 2.277237 0.0 0.2 -0.2
C -2.844408 -0.776208 -0.378623 0.4 -0.4 -1.0
O 0.001022 2.231342 -0.637483 1.1 -0.7 8.6
```
Forces are in eV/Å.

ΔE to the lowest compared entry with this formula, charge and spin in kcal/mol: 0.0
Total energy in Ha: -3089.739744
Charge: -1
Gap between HOMO and LUMO in eV: 3.3

No. 4
The following is a DFT calculation (ωB97M-V/def2-TZVPD) of a structure of composition C18H34IrN6O2S3 at a distorted geometry.

```
64
Properties=species:S:1:pos:R:3:forces:R:3
N 0.256557 2.555732 -3.245526 0.1 0.0 0.0
H -0.714738 -1.576074 4.759235 0.0 0.0 0.0
O 2.847153 -0.299822 0.574170 -0.3 -0.2 -0.1
H -4.922052 -1.630043 1.244716 0.0 0.0 0.0
N 0.260991 -2.017920 0.898441 0.3 1.0 -0.1
S 1.398120 2.002830 -0.813714 -0.3 0.3 0.3
C 1.792870 1.614850 -4.781597 0.0 0.0 0.0
H 5.181814 0.572102 -0.540745 0.0 0.0 0.0
C 0.079067 -0.855177 2.901998 0.1 -0.2 -0.1
C -0.018916 -2.127866 2.147525 0.0 -0.1 0.0
H 0.354134 -4.919821 -1.715143 0.0 0.0 0.0
H -3.808091 -2.631591 0.296957 0.0 0.0 0.0
H -3.463920 3.486595 1.099130 0.0 0.0 0.0
C 0.422752 1.548253 4.173757 0.0 -0.1 0.0
H -2.267769 1.684202 2.381256 0.0 0.0 0.1
C -0.297878 -0.733881 4.225434 0.0 -0.1 0.0
C -0.130183 0.487607 4.870405 0.0 0.1 0.0
H -0.963610 3.166404 -1.684511 0.0 0.0 0.1
H -1.733166 3.159539 -3.286629 0.0 0.0 0.0
H -0.339850 1.997461 -5.189884 0.0 0.0 0.0
H -4.454931 0.326145 -0.289036 0.0 0.0 -0.1
H -3.940733 1.224279 2.030460 0.0 -0.1 0.0
H 0.160670 -3.469532 3.788462 0.0 0.0 0.0
C 0.601721 -2.928848 -1.243236 0.1 0.1 0.1
N 0.602345 -3.991803 -2.026358 0.0 0.0 0.0
H 0.634507 3.466492 -5.106235 0.0 0.0 0.0
C -0.399307 -3.383263 2.857703 -0.1 0.0 -0.1
N 0.589182 0.189251 2.221112 -0.2 1.3 -0.7
H -2.066056 2.862886 0.221831 0.1 0.0 0.0
H 3.236057 0.483652 0.983117 -0.1 0.1 -0.1
H 6.023635 -0.967633 -0.371983 0.0 0.0 0.0
H -0.577723 4.437753 -2.861845 0.0 0.0 0.0
H -1.462282 -3.364581 3.112448 0.0 0.0 0.0
H 2.978653 1.027028 -3.031507 0.0 0.1 0.1
H -5.296634 -2.021582 -0.425634 0.0 0.0 0.0
S 1.097184 -1.426176 -1.878309 -0.4 0.9 -0.1
S -2.407143 -0.092332 0.869978 0.0 -0.2 0.0
H -0.051883 -3.992867 0.393694 0.0 0.0 0.1
H 1.195339 2.163690 2.258878 -0.1 0.0 0.0
C 0.510938 2.464186 -4.696253 0.0 0.1 0.0
O -1.260325 0.279083 -0.109735 0.3 0.3 -0.7
H 1.629152 0.661238 -5.279340 0.0 0.0 0.0
H 2.607743 2.133424 -5.281427 0.0 0.0 0.0
N 2.104645 1.400123 -3.360040 0.0 -0.1 -0.2
H -3.301768 -0.662674 -1.209886 0.0 0.0 0.0
C -2.974590 1.465979 1.578896 0.1 0.0 -0.1
H -3.702828 2.392258 -0.257614 0.0 0.0 0.0
H 5.515018 -0.105100 1.072625 0.0 0.0 0.0
C -3.056351 2.614234 0.590352 0.0 0.0 0.0
H -0.413538 0.597460 5.908883 0.0 0.0 0.0
C -4.484416 -1.776749 0.257076 0.0 0.0 0.0
N 0.222441 -3.084830 0.043972 0.0 -0.1 -0.2
H 3.646377 -1.353929 -1.020203 0.0 0.0 0.0
H -0.209293 -4.289945 2.289128 0.0 0.0 0.0
H 0.591366 2.507342 4.643353 0.0 0.0 0.0
C 3.932225 -1.107891 -0.001214 0.2 -0.1 -0.1
C 1.210513 1.966964 -2.560660 0.1 -0.1 0.1
C 5.232238 -0.346089 0.046020 -0.1 0.0 0.1
C -0.820843 3.382216 -2.735988 -0.1 0.0 0.0
Ir 0.778186 -0.078839 0.071086 0.3 -2.8 1.4
C 0.762221 1.360452 2.841631 0.0 -0.1 0.1
H 3.985944 -2.026013 0.583158 -0.1 0.0 0.0
C -3.775512 -0.522521 -0.238686 0.0 -0.1 0.1
H 0.874569 -3.896314 -2.993949 0.0 0.0 0.0
```
Forces are in eV/Å.

ΔE to the lowest compared entry with this formula, charge and spin in kcal/mol: 20.1
Total energy in Ha: -2483.333620
Charge: +3
Gap between HOMO and LUMO in eV: 7.6

No. 5
The following is a DFT calculation (ωB97M-V/def2-TZVPD) of an isolated molecule of C19H21ClN4O4 at a distorted geometry.

```
49
Properties=species:S:1:pos:R:3:forces:R:3
H -2.128325 -0.251998 -1.754962 -0.1 -0.1 -0.1
C 3.997033 -0.134816 0.110126 0.3 -0.1 0.1
C -2.492671 -1.608167 1.196326 0.3 0.1 0.1
C -0.100114 -3.692129 0.072932 0.1 0.2 -0.2
H 5.663433 2.819660 0.265183 0.0 0.0 0.0
O -7.178932 2.737849 0.613814 -0.1 0.1 0.0
H -0.400035 -1.058805 1.407186 0.0 0.1 0.1
C -5.879919 1.022896 1.611360 -0.1 0.3 -0.2
H -2.911887 -3.082416 -0.891865 0.0 0.0 -0.1
N -0.780535 -1.318678 -0.624994 -0.1 -0.1 -0.2
N -3.561335 -1.483285 0.225570 0.1 -0.5 0.0
O 7.183890 1.127585 0.917052 0.3 0.2 0.1
H -1.011633 -4.169972 -0.275552 -0.1 0.0 0.0
C 1.574712 -1.874434 -0.305321 -0.3 0.3 -0.2
C -4.423071 -0.390042 0.283293 -0.3 0.3 0.0
H -1.553373 -1.750552 -2.513054 0.0 0.0 0.0
H 0.273578 -2.661667 -1.767973 0.0 0.1 0.1
H -4.716619 -0.552389 2.409677 0.0 -0.1 0.1
C -1.215853 -0.903358 0.699175 -0.2 0.0 0.2
C -4.841749 0.312616 -0.847800 0.2 -0.2 0.1
C 4.841943 2.140659 0.101707 0.2 -0.2 0.1
C 2.746492 0.312838 -0.306282 0.4 0.3 0.1
C -5.758862 1.344480 -0.752762 -0.2 0.2 0.2
C -6.281076 1.717816 0.475222 0.2 -0.2 -0.2
H -2.785763 -1.164143 2.145462 0.0 -0.1 0.0
H -1.429349 0.172673 0.647184 0.0 0.0 0.1
C 0.181557 -2.401916 -0.704142 0.0 -0.3 0.1
C -1.881023 -1.305073 -1.572100 -0.3 -0.1 -0.1
Cl 1.027782 2.284257 -1.020171 -0.1 0.1 0.0
H 4.166209 -1.187282 0.281383 0.0 0.1 0.0
H -7.370829 3.117438 -0.251492 0.0 -0.1 0.1
C -4.977787 -0.012470 1.512924 0.1 0.0 -0.1
N 1.680814 -0.532384 -0.531198 -0.4 0.2 -0.2
H -2.307296 -2.674141 1.356543 0.0 0.1 0.1
C 3.603599 2.593528 -0.310827 -0.1 -0.2 0.0
C -3.135713 -2.021096 -1.047924 0.1 0.1 -0.2
H -3.949098 -1.956769 -1.770127 0.0 0.0 0.0
H -6.063164 1.868473 -1.650077 0.0 0.0 -0.1
N 6.315857 0.299963 0.738205 0.4 -0.1 0.1
H -0.176256 -3.494632 1.138734 0.0 0.0 0.1
H 0.810799 -0.100287 -0.842318 0.1 -0.3 0.1
C 2.571313 1.692780 -0.510457 0.2 -0.2 0.1
O 6.455488 -0.891520 0.892317 0.1 -0.3 0.1
H -4.459591 0.070410 -1.826850 0.1 0.0 -0.1
C 5.022025 0.778690 0.307986 -1.3 0.6 -0.4
H -6.297410 1.301966 2.565583 -0.1 0.0 0.1
H 3.434152 3.645334 -0.477535 0.0 0.1 0.0
H 0.733202 -4.372718 -0.080198 0.0 -0.1 0.1
O 2.457210 -2.581703 0.114524 0.3 -0.3 0.2
```
Forces are in eV/Å.

ΔE to the lowest compared entry with this formula, charge and spin in kcal/mol: 89.4
SMILES: C[C@H](C(=O)Nc1cc([N+](=O)[O-])ccc1Cl)N1CCN(c2ccc(O)cc2)CC1
Total energy in Ha: -1716.724551
Gap between HOMO and LUMO in eV: 6.9

No. 6
The following is a DFT calculation (ωB97M-V/def2-TZVPD) of a structure of composition C22H35Cl2F5N6O4PbTe.

```
76
Properties=species:S:1:pos:R:3:forces:R:3
H -0.816738 3.541696 2.103640 0.0 0.0 0.0
C -0.994114 -3.541891 -1.334271 0.0 0.0 -0.1
H -3.661235 -1.756889 -1.579040 0.0 0.0 0.0
H 3.164527 -6.559677 -1.935255 0.0 0.0 0.0
C -0.395253 3.794162 -4.002886 0.0 0.0 0.0
H -3.793082 -2.312247 0.079064 0.0 0.0 0.0
C -1.604824 1.231139 3.122747 -0.1 -0.1 -0.1
C -2.601839 -0.134005 4.694220 0.0 0.0 0.0
C -3.360669 -2.550398 -0.891497 0.0 0.0 -0.1
N 0.071883 1.680928 -3.141811 0.0 -0.1 0.0
C 0.149977 2.979132 0.297041 0.0 0.0 0.1
C 0.448186 0.289528 -3.104982 0.0 0.1 0.0
H -2.697258 3.994377 3.103005 0.0 0.0 0.0
C -1.859842 -2.479675 -0.769878 0.0 0.0 0.1
H -1.016392 1.913626 -4.928345 0.0 0.0 0.0
H -1.368186 4.160775 -4.330964 0.0 0.0 0.0
H 0.372301 4.468160 -4.385480 0.0 0.0 0.0
Pb 0.946411 -0.021823 -0.015589 0.3 -0.1 0.1
Te 4.082385 1.526392 -0.101923 -0.2 0.9 0.0
C 2.692985 -6.727682 -2.904346 0.0 0.0 0.0
C -0.154639 2.345633 -4.416181 0.0 0.0 0.0
C -1.537204 -4.746677 -1.730555 0.0 0.0 0.0
H -3.775035 -3.482988 -1.252288 0.0 0.0 0.0
N -0.346446 3.755311 -2.538620 0.0 0.0 0.0
C 1.247919 -4.513382 -1.930578 0.0 0.0 0.0
H -3.973059 1.539442 5.057114 0.0 0.0 0.0
C -2.267054 3.531367 3.986949 0.0 0.0 0.0
H -1.926809 2.862326 0.920693 0.0 0.0 0.0
N -1.703924 -0.029202 3.544799 0.0 0.1 0.0
H -2.880440 3.810143 4.839360 0.0 0.0 0.0
C -1.171652 -1.216492 2.897966 -0.1 -0.1 0.1
F 5.196847 2.388726 -1.284489 0.0 -0.3 -0.1
H -1.352615 5.010746 -1.151400 0.0 0.0 0.0
O 2.910028 0.612645 -1.135252 0.0 0.1 0.0
H -2.102734 -0.664107 5.504221 0.0 0.0 0.0
H 0.012166 4.013259 0.012301 0.2 0.0 0.0
H 0.390503 5.364203 -1.360859 0.0 0.0 0.0
H 4.457215 -1.359527 4.079899 0.0 0.0 0.0
F 2.748184 1.289466 1.329008 0.2 -0.4 0.0
C -0.520462 5.026871 -1.856061 0.0 0.0 0.0
N -2.295042 2.070947 3.902841 0.0 0.0 0.1
C -2.905328 1.331153 5.022431 0.0 0.0 0.0
H -1.156938 -2.014335 3.636954 0.0 0.0 0.0
C 0.471442 -3.389397 -1.461439 0.1 0.0 -0.1
F 5.312809 0.142086 -0.147489 -0.2 -0.2 0.3
H -3.493651 -0.695459 4.410948 0.0 0.0 0.0
Cl 3.707794 -1.532371 1.863875 -0.1 -0.2 0.1
O 1.268229 -6.769237 -2.766094 0.0 0.0 0.0
H 1.132024 2.939521 0.774476 -0.1 -0.1 0.0
H -1.258215 3.903590 4.163648 0.0 0.0 0.0
H -0.269091 -0.304761 -2.535542 -0.1 -0.1 0.1
O 1.083199 -2.332625 -1.218378 -0.2 0.2 0.0
H -1.217640 -6.731772 -2.510803 0.0 0.0 0.0
H 1.465068 0.151441 -2.731454 0.0 0.0 0.0
H 2.983860 -5.948339 -3.609754 0.0 0.0 0.0
Cl 2.284757 -0.469803 4.208967 0.0 0.0 0.0
F 3.200807 3.183469 -0.151711 0.0 -0.1 0.0
H -2.598693 -4.923109 -1.657210 0.0 0.0 0.0
C 3.862739 -0.727088 3.432985 0.0 0.1 0.0
H 2.312412 -4.344755 -1.999513 0.0 0.0 0.0
C -0.758939 -5.800023 -2.207918 0.0 0.0 0.0
H 4.317292 0.243343 3.274921 0.0 0.0 0.0
H -2.455802 1.654572 5.961713 0.0 0.0 0.0
C -0.920550 2.747798 1.360265 -0.1 0.0 -0.1
H -1.794777 -1.513836 2.053185 0.1 0.1 0.1
C -0.039726 2.512735 -2.080309 0.0 0.1 0.0
O -1.396792 -1.511742 -0.173891 0.1 0.0 -0.2
H 0.717207 2.238584 -5.062332 0.0 0.0 0.0
N 0.121950 2.069907 -0.844776 -0.3 0.0 0.0
H -0.766694 5.764382 -2.616222 0.0 0.0 0.0
F 5.046853 2.082543 1.369402 0.1 0.1 -0.1
N -0.885490 1.457392 1.985169 0.2 0.0 0.1
C 0.653258 -5.687064 -2.302621 0.0 0.0 0.0
H 2.979044 -7.699351 -3.290227 0.0 0.0 0.0
H -0.148959 -1.040569 2.580818 0.0 0.0 -0.1
H 0.431569 -0.091220 -4.124392 0.0 0.0 0.0
```
Forces are in eV/Å.

ΔE to the lowest compared entry with this formula, charge and spin in kcal/mol: 54.3
Total energy in Ha: -3368.832183
Charge: +2
Gap between HOMO and LUMO (spin up / spin down) in eV: 6.2 / 5.4